Record 1
ORCA calculation (ωB97M-V/def2-TZVPD) on a structure of composition C28H51F5GaN4O4SSbTe.

Values from the calculation:
HOMO-LUMO gap, eV: 7.70
Energy above the lowest of the compared OMol25 structures with the same formula, charge and spin, kJ/mol: 17.4
E_HOMO, eV: -12.9
DFT total energy, eV: -134633.1931
Charge: +2
Molecular weight, g mol⁻¹: 953.88

Last column: Löwdin charge in e.
Atoms and positions in Å:
Te1 -0.6632 2.6527 2.0876  1.813
Sb1 -0.8656 -2.5628 -0.1735  1.611
Ga1 0.0591 -0.3510 0.8552  0.150
S1 -0.9990 -1.5731 3.2481  0.717
F1 1.0595 2.8096 1.3847  -0.327
F2 -0.3557 4.1195 3.1537  -0.315
F3 0.1147 1.6965 3.4752  -0.317
F4 -1.1717 3.8200 0.7176  -0.350
F5 -2.4171 2.7481 2.6579  -0.325
O1 4.8816 0.8682 -3.2135  -0.048
O2 1.1410 0.0436 -0.6316  -0.106
O3 -1.0441 1.1347 1.1438  -0.478
O4 1.5043 -0.2224 2.0687  -0.064
N1 -1.0410 4.4818 -3.9200  -0.090
N2 -1.1171 2.3868 -2.5431  -0.137
N3 -0.7834 -0.1046 5.5037  -0.147
N4 -2.5202 0.4117 4.2636  0.017
C1 5.1965 0.8911 -0.8140  0.006
C2 -3.1046 -0.9556 -1.4149  -0.137
C3 0.0736 3.1487 -2.1796  -0.125
C4 3.0569 0.4458 -1.8664  0.063
C5 4.4086 0.7404 -1.9736  -0.263
C6 -1.4301 -0.3972 4.3840  -0.768
C7 2.7024 0.1500 1.8546  -0.293
C8 -2.3211 3.1725 -2.2873  -0.125
C9 -2.3562 4.4277 -3.1927  -0.045
C10 2.4366 0.2919 -0.6297  -0.287
C11 -1.0493 2.0310 -3.9553  -0.131
C12 0.4997 -0.6338 5.9138  -0.026
C13 -2.7923 -3.2244 -2.4843  -0.124
C14 0.9436 -3.3982 -0.9692  -0.536
C15 3.4832 0.3013 3.1209  0.042
C16 0.0889 4.5036 -2.9295  -0.042
C17 -1.4149 1.0129 6.2084  -0.094
C18 -2.7924 1.0707 5.5486  -0.110
C19 6.2771 1.1331 -3.3987  -0.038
C20 -1.8448 -5.3967 0.3720  -0.119
C21 1.7831 -3.9481 0.1819  -0.122
C22 -0.9001 3.2981 -4.8329  -0.052
C23 4.6050 0.7115 0.4021  0.013
C24 -3.3460 -3.5546 1.2584  -0.143
C25 0.7295 -4.4103 -2.0880  -0.121
C26 -1.9127 -4.0146 1.0154  -0.539
C27 -2.1027 -2.0237 -1.8424  -0.527
C28 3.2336 0.3907 0.5586  -0.083
H1 6.2469 1.1271 -0.8745  0.113
H2 -3.6880 -0.6347 -2.2822  0.084
H3 -3.5364 0.5106 6.1187  0.129
H4 -1.4561 0.8269 7.2796  0.134
H5 3.1201 1.2079 3.6122  0.114
H6 -3.3148 -2.9040 -3.3891  0.090
H7 -1.9553 1.4915 -4.2275  0.128
H8 1.3298 -4.8390 0.6203  0.077
H9 -2.4535 5.3541 -2.6300  0.138
H10 0.9210 -1.2089 5.0940  0.054
H11 0.0769 3.3759 -5.3066  0.137
H12 0.1880 -5.2929 -1.7469  0.070
H13 0.9502 2.5606 -2.4301  0.118
H14 -2.3702 -6.1077 1.0134  0.095
H15 0.1904 -3.9826 -2.9339  0.067
H16 4.5565 0.3711 3.0025  0.078
H17 1.0077 4.6763 -3.4874  0.138
H18 1.1663 0.1914 6.1672  0.100
H19 -0.8380 1.9246 6.0292  0.126
H20 0.3849 -1.2778 6.7858  0.102
H21 6.8809 0.3309 -2.9749  0.103
H22 -0.2000 1.3669 -4.1141  0.126
H23 -0.0879 5.3512 -2.2692  0.139
H24 -3.8147 -1.3492 -0.6851  0.074
H25 2.7715 -4.2329 -0.1841  0.091
H26 -1.3773 -1.5981 -2.5435  0.090
H27 -0.8224 -5.7560 0.2585  0.060
H28 -3.1438 2.0888 5.4051  0.120
H29 1.4340 -2.5093 -1.3770  0.075
H30 -3.9381 -3.5850 0.3427  0.065
H31 -1.0088 5.3330 -4.4777  0.191
H32 -3.5404 -3.6550 -1.8184  0.067
H33 -3.8182 -4.2318 1.9732  0.095
H34 6.5518 2.0897 -2.9543  0.101
H35 -1.3693 -4.0192 1.9601  0.051
H36 -2.0973 -4.0137 -2.7690  0.062
H37 -3.1376 4.3913 -3.9500  0.137
H38 -2.6188 -0.0794 -0.9847  0.051
H39 -3.1967 2.5543 -2.4799  0.128
H40 -2.3310 -5.4203 -0.6044  0.072
H41 6.4265 1.1727 -4.4721  0.100
H42 0.0876 3.3326 -1.1090  0.097
H43 1.7004 -4.7480 -2.4578  0.090
H44 2.4761 0.3028 -2.7672  0.130
H45 -1.6696 3.3824 -5.5981  0.137
H46 1.9252 -3.2174 0.9829  0.067
H47 -3.2855 0.0421 3.7230  0.138
H48 -2.3327 3.4569 -1.2375  0.110
H49 -3.3883 -2.5507 1.6809  0.046
H50 3.2383 -0.5375 3.7707  0.103
H51 5.2263 0.8140 1.2780  0.114

Atoms 1-2, force components in eV/Å:
0.0 0.0 -0.4
0.0 0.1 -0.1

***

Record 2
ORCA calculation (ωB97M-V/def2-TZVPD) on a cluster of 2 separate species, C28H51F7N3O4 in total.

Values from the calculation:
HOMO-LUMO gap, eV: 7.92
E_HOMO, eV: -11.0
DFT total energy, eV: -61538.5152
Charge: +1
Molecular weight, g mol⁻¹: 626.72

Last column: Löwdin charge in e.
Atoms and positions in Å:
F1 -1.3733 -3.1105 -3.6338  0.217
F2 -0.8012 -1.5521 -1.4650  0.129
F3 -3.9233 -0.9185 -2.8310  0.163
F4 -2.5731 -2.7258 -1.0966  0.163
F5 -3.5185 -3.2442 -3.6933  0.218
F6 -2.4911 -2.0083 -5.0572  0.199
F7 -1.9272 -0.2435 -3.4228  0.189
O1 7.0848 5.2039 -1.2240  0.093
O2 8.2457 4.2265 -2.8167  0.002
O3 4.2972 1.7912 -0.2557  -0.195
O4 -8.3838 -1.4446 2.6726  -0.173
N1 -4.3485 2.6471 -0.5673  0.238
N2 -4.3703 0.5687 0.5244  0.044
N3 -2.8300 0.8643 -0.9922  0.167
C1 6.2480 5.5362 -3.4183  0.012
C2 0.7268 -4.3296 0.8765  -0.188
C3 9.0120 4.7071 -5.0784  -0.063
C4 3.0540 1.6101 0.3822  -0.267
C5 -2.1527 -1.5013 -1.4200  -0.399
C6 3.1825 -3.6278 0.6822  -0.200
C7 -0.4668 -4.1151 1.8280  -0.187
C8 -2.5137 -0.4218 -0.3833  -0.100
C9 4.2631 -2.6150 1.1002  -0.188
C10 -7.1511 -0.7684 2.5569  -0.248
C11 3.3807 -0.4134 2.0185  -0.183
C12 3.1288 1.1277 1.8348  -0.163
C13 -0.9489 -2.6415 1.8834  -0.207
C14 5.1050 2.7889 0.3649  -0.084
C15 -8.5788 -2.3002 1.5389  -0.087
C16 -2.6170 -1.2129 -2.8639  -0.387
C17 -2.4823 -2.5491 1.9851  -0.177
C18 7.1994 4.9592 -2.3957  -0.530
C19 -7.3081 0.7752 2.5978  -0.155
C20 -2.9821 -1.0769 1.9591  -0.125
C21 -3.6720 -0.7092 0.6481  -0.151
C22 -4.9683 1.2226 1.7161  -0.100
C23 8.3702 3.7033 -4.1433  -0.234
C24 -2.4911 -2.4565 -3.8160  -0.615
C25 3.9093 -1.1326 0.7535  -0.196
C26 1.7648 -3.1917 1.0786  -0.232
C27 -3.8725 1.4350 -0.3399  -0.337
C28 -6.5053 1.4710 1.4750  -0.169
H1 4.1042 -0.5474 2.8247  0.108
H2 -3.6439 -0.9844 2.8246  0.106
H3 5.2708 5.6392 -2.9513  0.088
H4 -0.6314 -2.0535 1.0202  0.081
H5 9.9787 5.0238 -4.6865  0.085
H6 1.2381 -5.2608 1.1353  0.107
H7 -4.2195 -1.5401 0.1985  0.158
H8 -9.4927 -2.8595 1.7284  0.093
H9 5.2181 -2.8808 0.6426  0.105
H10 -2.9949 -3.1835 1.2598  0.107
H11 4.5699 3.4033 1.0929  0.089
H12 2.4492 0.9314 -0.2233  0.109
H13 7.4082 3.3453 -4.5135  0.112
H14 -7.7491 -3.0002 1.3990  0.088
H15 -2.0283 1.4584 -1.1753  0.181
H16 -6.8780 1.1193 3.5430  0.113
H17 2.4254 -0.8629 2.2958  0.083
H18 -8.7033 -1.6663 0.6530  0.091
H19 5.5528 3.4153 -0.4188  0.071
H20 -6.6220 -1.0353 1.6285  0.100
H21 -6.7089 2.5422 1.5334  0.108
H22 -2.7347 -2.9573 2.9674  0.120
H23 -6.8234 1.0288 0.5273  0.114
H24 8.4002 5.6035 -5.1856  0.067
H25 -0.1351 -4.3896 2.8337  0.115
H26 1.4612 -2.3549 0.4437  0.093
H27 4.8125 -0.6132 0.4345  0.109
H28 1.7283 -2.8926 2.1292  0.108
H29 -1.3151 -4.7649 1.5895  0.107
H30 -1.5741 -0.2223 0.1390  0.158
H31 -6.4704 -1.0767 3.3635  0.123
H32 4.4044 -2.6414 2.1847  0.104
H33 6.1124 4.9101 -4.2972  0.070
H34 -0.5168 -2.2098 2.7889  0.119
H35 -4.9037 0.6260 2.6189  0.104
H36 0.4206 -4.3737 -0.1724  0.111
H37 3.8618 1.6674 2.4344  0.101
H38 5.9302 2.2853 0.8827  0.095
H39 3.1948 -3.8307 -0.3923  0.119
H40 -3.6975 3.4165 -0.6209  0.145
H41 2.1445 1.3331 2.2745  0.101
H42 6.6034 6.5210 -3.7188  0.097
H43 -5.3419 2.7854 -0.6788  0.139
H44 3.1328 -1.1023 -0.0105  0.092
H45 9.0122 2.8279 -4.0540  0.123
H46 -2.1433 -0.4117 2.1824  0.128
H47 9.1590 4.2700 -6.0665  0.083
H48 -8.3646 1.0329 2.5390  0.122
H49 -4.5143 2.1937 1.9122  0.127
H50 3.3813 -4.5654 1.2130  0.109
H51 2.5104 2.5739 0.3648  0.114

Atoms 1-2, force components in eV/Å:
0.9 -0.6 0.5
0.4 0.0 0.0

***

Record 3
ORCA calculation (ωB97M-V/def2-TZVPD) on a structure of composition C28H51InN5O6P2S2Sb2.

Values from the calculation:
HOMO-LUMO gap, eV: 8.01
Energy above the lowest of the compared OMol25 structures with the same formula, charge and spin, kJ/mol: 451.9
E_HOMO, eV: -10.4
DFT total energy, eV: -108089.2201
Charge: +1
Molecular weight, g mol⁻¹: 1038.17

Last column: Löwdin charge in e.
Atoms and positions in Å:
Sb1 -1.9351 1.0299 1.6801  1.321
Sb2 -0.6215 -2.7430 0.3228  1.448
In1 0.3342 -0.0384 -0.4237  0.348
S1 3.5406 -1.0350 -0.7984  0.817
S2 0.9078 -2.4224 -2.8518  0.487
P1 -0.1047 3.5846 -0.1989  0.824
P2 -1.6391 0.9863 -2.1390  0.824
O1 2.8329 1.6832 -0.9432  -0.153
O2 0.2826 -2.9488 -4.0334  -0.279
O3 1.0608 -3.3483 -1.7402  -0.388
O4 2.3083 -1.5370 -0.1919  -0.428
O5 4.7815 -1.5727 -0.2745  -0.303
O6 0.2050 -1.1882 -2.3816  -0.513
N1 3.6480 0.8560 1.1096  0.151
N2 1.3919 0.3810 1.5804  0.065
N3 5.0547 1.2745 -0.6453  0.130
N4 3.0609 0.1643 3.2093  -0.124
N5 1.8227 0.9168 -1.6267  -0.095
C1 -4.3849 -3.2770 1.3912  -0.063
C2 2.5447 -1.8752 -3.3599  -0.193
C3 -3.3681 -2.5163 1.9793  -0.273
C4 -5.7039 -2.8576 1.3797  -0.075
C5 3.5768 -1.3492 -2.5552  -0.234
C6 -2.1113 2.7620 -2.0171  -0.394
C7 -1.1946 4.7696 0.7005  -0.281
C8 -2.6793 -0.3758 3.1627  -0.310
C9 3.7402 0.8586 -0.3291  -0.591
C10 -0.8969 3.6936 -1.8702  -0.422
C11 -3.7104 -1.2847 2.5623  -0.292
C12 -3.2437 0.1443 -1.9165  -0.235
C13 3.9869 -1.6314 -5.2884  -0.039
C14 -0.9755 2.3082 3.1204  -0.316
C15 4.4721 -0.1229 3.4922  -0.017
C16 0.5784 -4.3648 0.9866  -0.256
C17 -2.0139 -3.5462 -1.0728  -0.246
C18 4.8020 -1.0212 -3.1238  -0.064
C19 -1.9795 -3.0799 2.0191  -0.300
C20 -1.3577 0.7878 -3.9304  -0.230
C21 -3.7853 2.1070 1.5897  -0.295
C22 1.3505 4.6703 -0.4659  -0.275
C23 -5.0509 -0.8874 2.5698  -0.069
C24 5.0028 -1.1451 -4.4892  -0.047
C25 -6.0432 -1.6549 1.9846  -0.077
C26 2.6458 0.4393 1.9512  -0.406
C27 2.7799 -2.0142 -4.7219  -0.037
C28 2.0788 -0.1386 4.2438  -0.026
H1 5.1126 1.6012 -1.5989  0.107
H2 1.0588 5.6011 -0.9584  0.048
H3 2.1063 4.1550 -1.0609  0.027
H4 -7.0754 -1.3274 2.0163  0.107
H5 -3.5609 0.1827 -0.8735  0.014
H6 5.0768 0.7858 3.5367  0.096
H7 0.7024 -4.2954 2.0656  0.016
H8 -2.0272 -4.1727 1.9964  0.066
H9 -2.7933 2.8767 -1.1678  0.059
H10 5.7386 0.5518 -0.4484  0.093
H11 -4.0059 0.6101 -2.5413  0.061
H12 2.5288 0.0364 5.2170  0.098
H13 -1.6684 -3.3916 -2.0908  -0.001
H14 -4.1273 -4.2384 0.9573  0.112
H15 -3.1341 -0.9014 -2.2078  0.045
H16 1.9933 -2.4417 -5.3278  0.114
H17 1.3992 1.6296 -2.2126  0.029
H18 4.5369 -0.6032 4.4616  0.093
H19 -0.8313 4.9024 1.7221  0.036
H20 5.6177 -0.7052 -2.4893  0.104
H21 -1.4239 -2.7986 2.9158  0.049
H22 1.5370 -4.3358 0.4764  0.007
H23 0.8282 -0.0695 2.2887  0.016
H24 1.2202 0.5279 4.1634  0.074
H25 1.7939 4.9060 0.5034  0.045
H26 -1.5602 3.2221 3.2361  0.005
H27 -2.1992 1.2079 -4.4816  0.056
H28 -2.9795 -3.0680 -0.9167  0.000
H29 4.5071 1.1525 1.5370  0.128
H30 -2.2170 4.3884 0.7533  0.010
H31 1.7392 -1.1783 4.1981  0.103
H32 -1.8205 -0.9099 3.5670  0.044
H33 -0.1487 3.4516 -2.6331  0.073
H34 4.1365 -1.7374 -6.3553  0.118
H35 -3.0992 0.2527 3.9469  0.068
H36 -6.4664 -3.4775 0.9243  0.108
H37 -1.2505 -0.2712 -4.1568  0.041
H38 4.8921 -0.8034 2.7505  0.099
H39 5.9589 -0.8727 -4.9171  0.116
H40 -1.1898 4.7331 -2.0356  0.084
H41 -3.6768 3.0381 1.0329  -0.019
H42 -2.6738 3.0029 -2.9207  0.089
H43 -4.5483 1.4887 1.1174  0.005
H44 -1.2074 5.7417 0.2011  0.050
H45 0.0333 2.5575 2.7894  -0.016
H46 -2.0999 -4.6167 -0.8837  0.032
H47 0.0434 -5.2779 0.7294  0.027
H48 -4.0748 2.3302 2.6172  0.023
H49 -5.3194 0.0411 3.0654  0.109
H50 -0.9367 1.7877 4.0790  0.005
H51 -0.4368 1.2902 -4.2337  0.053

Atoms 1-2, force components in eV/Å:
0.0 0.1 0.4
-0.6 0.0 0.3

***

Q: E_HOMO of number 3 (C28H51InN5O6P2S2Sb2)?
A: -10.4 eV